{
  "formula": "C5H11NO2",
  "method": "the ωB97M-V functional and the def2-TZVPD basis",
  "elements": ["C", "N", "C", "C", "O", "H", "H", "H", "H", "H", "H", "H", "C", "C", "O", "H", "H", "H", "H"],
  "xyz": [[-2.00679, 1.51452, -0.01755], [-1.64269, 0.15543, -0.37131], [-0.68340, -0.09663, -1.17568], [-0.25583, -1.49247, -1.48867], [0.02037, 0.82939, -1.84758], [-2.70680, 1.92837, -0.74943], [-2.50513, 1.50833, 0.95709], [-1.14273, 2.17990, 0.07935], [0.81712, -1.52255, -1.69779], [-0.45944, -2.14347, -0.63338], [-0.80761, -1.85517, -2.35899], [-0.35719, 1.71209, -1.72841], [1.88080, -1.00373, 1.52137], [1.39319, 0.40839, 1.62728], [0.48822, 0.76017, 2.37628], [2.18710, -1.19833, 0.49052], [1.08215, -1.69863, 1.79116], [2.73891, -1.13769, 2.18335], [1.95976, 1.15207, 1.04239]],
  "mulliken_charge": [-0.98, -0.44, 0.80, -1.04, -0.48, 0.37, 0.26, 0.33, 0.30, 0.26, 0.30, 0.33, -0.86, 0.20, -0.50, 0.22, 0.23, 0.35, 0.34],
  "e_homo_ev": -9.483,
  "lumo_energy_ha": 0.0277,
  "homo_lumo_gap_ev": 10.24,
  "smiles": "C/N=C(/C)O.CC=O"
}

=====

{
  "formula": "C4H4F2NO2",
  "method": "the ωB97M-V functional and the def2-TZVPD basis",
  "elements": ["C", "C", "C", "C", "N", "O", "O", "F", "F", "H", "H", "H", "H"],
  "xyz": [[-1.40538, 0.14476, 0.40130], [-0.27904, -0.37881, 0.81492], [2.90560, 0.27005, -0.00630], [0.43092, -1.37063, 0.04251], [2.07244, -0.51461, -0.88337], [4.02977, 0.41733, -0.50218], [2.32324, 0.81964, 0.92186], [-0.18951, -1.90002, -1.09473], [1.02604, -2.40133, 0.69529], [-1.94132, 0.91625, 0.90712], [-1.84134, -0.09472, -0.65816], [0.39993, -0.09640, 1.71103], [2.55219, -1.39904, -1.11590]],
  "mulliken_charge": [-0.58, -0.25, 0.58, 0.70, -0.42, -0.73, -0.68, -0.29, -0.26, 0.29, 0.19, 0.22, 0.21],
  "e_homo_ev": -4.086,
  "charge": -1,
  "lumo_energy_ha": 0.1391,
  "homo_lumo_gap_ev": 7.87
}

=====

{
  "formula": "C16H20Br45IInO2S",
  "method": "the ωB97M-V functional and the def2-TZVPD basis",
  "elements": ["O", "S", "O", "C", "In", "I", "H", "H", "H", "H", "H", "C", "Br", "Br", "Br", "H", "C", "Br", "Br", "Br", "H", "C", "Br", "Br", "Br", "H", "C", "Br", "Br", "Br", "H", "C", "Br", "Br", "Br", "H", "C", "Br", "Br", "Br", "H", "C", "Br", "Br", "Br", "H", "C", "Br", "Br", "Br", "H", "C", "Br", "Br", "Br", "H", "C", "Br", "Br", "Br", "H", "C", "Br", "Br", "Br", "H", "C", "Br", "Br", "Br", "H", "C", "Br", "Br", "Br", "H", "C", "Br", "Br", "Br", "H", "C", "Br", "Br", "Br", "H"],
  "xyz": [[-2.11071, -0.86110, 2.28191], [-1.62120, 0.29096, 1.57465], [-0.39119, 0.08512, 0.83828], [-2.79977, 0.99031, 0.52671], [-4.92587, 0.53255, 1.13922], [-5.00923, 1.85904, 3.63869], [-1.41709, 1.23988, 2.51114], [-2.61060, 2.06233, 0.58378], [-2.54893, 0.59130, -0.45274], [-6.06139, 1.22024, 0.00114], [-5.12950, -1.15836, 1.46597], [-5.85730, 5.26340, 1.88789], [-4.64043, 4.66043, 0.53933], [-5.34414, 6.99249, 2.56779], [-7.67249, 5.26215, 1.26020], [-5.79458, 4.55444, 2.70572], [-1.20082, -3.83046, 0.84625], [-0.46436, -4.28753, -0.87271], [-2.89343, -4.68553, 1.12985], [0.02312, -4.25188, 2.27632], [-1.36555, -2.75814, 0.86217], [-0.94707, 4.03548, -2.11327], [-1.14846, 5.58401, -0.98213], [0.14596, 2.71189, -1.25609], [-2.65385, 3.34335, -2.66250], [-0.43057, 4.35865, -3.00390], [-5.14026, 7.97214, -1.46377], [-3.92800, 7.35248, -2.81649], [-4.62138, 9.69767, -0.79016], [-6.95578, 7.98026, -2.09122], [-5.08595, 7.27370, -0.63959], [2.70935, -0.64382, -2.66877], [3.67790, 1.00886, -2.88015], [1.37806, -0.51286, -1.30238], [1.97123, -1.24563, -4.34591], [3.42616, -1.39002, -2.36163], [-0.99320, 1.82358, 6.06251], [-1.50816, 3.37369, 5.04532], [-2.43596, 1.16687, 7.14152], [-0.25968, 0.47223, 4.90850], [-0.21004, 2.13622, 6.73479], [-2.86883, -3.26485, 8.05057], [-2.85718, -5.10159, 7.48208], [-1.15577, -2.43438, 7.78684], [-4.27212, -2.26826, 7.20211], [-3.06164, -3.26800, 9.11180], [3.77325, -4.43367, 1.32360], [3.83852, -4.59368, -0.59085], [5.06608, -5.60360, 2.12490], [3.95763, -2.61744, 1.91002], [2.79401, -4.77531, 1.62501], [3.02705, 6.09973, 0.47635], [2.43838, 7.78140, -0.25150], [1.62195, 5.22092, 1.43956], [3.75261, 4.95886, -0.89339], [3.81907, 6.30857, 1.17833], [1.37287, -7.67929, -0.65730], [1.99740, -7.89753, -2.45903], [-0.21807, -8.70031, -0.34076], [2.74285, -8.03493, 0.64493], [1.10304, -6.63603, -0.56320], [-3.23506, -8.23287, -3.14533], [-3.03225, -6.93267, -1.75255], [-1.91137, -8.00928, -4.52627], [-3.22699, -10.03218, -2.45599], [-4.20018, -8.07696, -3.60135], [8.94977, -7.62960, 3.15917], [8.75372, -5.82552, 3.78453], [9.87416, -8.72820, 4.43859], [7.25563, -8.39318, 2.67032], [9.55583, -7.59795, 2.26717], [-0.42394, 10.94018, -1.69778], [-0.68278, 9.08108, -1.30060], [1.06774, 11.19612, -2.88664], [-2.02458, 11.75390, -2.38354], [-0.18184, 11.44013, -0.77270], [2.21335, -4.53687, -6.43624], [1.46492, -3.02208, -7.35676], [0.87805, -5.50523, -5.45644], [3.15869, -5.68441, -7.65552], [2.93265, -4.16018, -5.72376], [5.63581, 2.91803, -5.95002], [5.80283, 4.01899, -4.38220], [6.55128, 3.68978, -7.45456], [6.21236, 1.12179, -5.60884], [4.58622, 2.87621, -6.19895]],
  "mulliken_charge": [-0.45, 0.84, -0.46, -0.72, 0.64, -0.46, -0.18, 0.14, 0.35, -0.32, -0.34, -0.09, 0.19, -0.07, -0.02, 0.01, 0.71, 0.01, -0.08, -0.01, -0.57, -0.45, 0.09, 0.00, -0.07, 0.46, 0.47, -0.04, -0.03, -0.04, -0.45, -0.32, 0.03, 0.23, -0.01, 0.27, -0.34, -0.03, 0.00, 0.01, 0.35, -0.31, -0.04, -0.01, -0.01, 0.35, 0.05, 0.01, 0.04, -0.03, -0.08, -0.40, -0.01, -0.02, 0.01, 0.35, 0.37, 0.00, -0.02, -0.02, -0.35, -0.39, 0.04, -0.02, -0.04, 0.38, -0.31, -0.03, -0.04, -0.03, 0.37, -0.33, 0.09, -0.05, -0.06, 0.35, -0.32, -0.05, 0.10, -0.04, 0.28, -0.35, 0.01, -0.06, 0.00, 0.36],
  "e_homo_ev": -6.095,
  "charge": -1,
  "lumo_energy_ha": 0.0362,
  "homo_lumo_gap_ev": 7.08
}

=====

{
  "formula": "C2H2Cl3NO",
  "method": "the ωB97M-V functional and the def2-TZVPD basis",
  "elements": ["C", "N", "O", "H", "Cl", "C", "Cl", "Cl", "H"],
  "xyz": [[1.90205, -0.13595, -1.06617], [2.45573, -0.69965, -0.22286], [3.24821, -1.13366, 0.61184], [1.26718, -0.08977, -1.88192], [-3.38705, -0.17476, 0.88874], [-1.77403, 0.30409, 0.57429], [-1.28413, 0.04674, -1.11823], [-1.39192, 2.03622, 1.00989], [-1.03603, -0.15326, 1.20443]],
  "mulliken_charge": [-0.24, 0.46, -0.56, 0.34, -0.09, 0.10, -0.13, -0.14, 0.27],
  "e_homo_ev": -10.198,
  "lumo_energy_ha": 0.0116,
  "homo_lumo_gap_ev": 10.51,
  "smiles": "C#[N+][O-].ClC(Cl)Cl"
}

=====

{
  "formula": "C8H6BrIN2OS",
  "method": "the ωB97M-V functional and the def2-TZVPD basis",
  "elements": ["C", "C", "C", "C", "C", "C", "C", "C", "N", "N", "O", "S", "Br", "I", "H", "H", "H", "H", "H", "H"],
  "xyz": [[1.43850, -2.53133, 0.24763], [2.13389, -2.58212, 1.25141], [0.60628, 2.66515, 1.01451], [0.82387, 1.65165, 0.16908], [-0.54956, 2.41852, 1.82899], [-1.33809, 0.59122, 0.65332], [-1.02807, -0.70794, -2.49475], [0.34307, -2.35779, -0.67058], [-0.17408, 0.78476, -0.11557], [-1.37293, 1.46330, 1.73016], [-2.08299, -0.29825, 0.30404], [0.34744, -0.83267, -1.33037], [-1.19042, -3.34214, -0.50658], [3.65143, -2.69370, 2.51062], [1.22748, 3.41789, 1.25732], [1.68969, 1.40305, -0.49114], [-0.71011, 3.16701, 2.75044], [-0.86546, -1.46007, -3.32476], [-1.08292, 0.25186, -2.76006], [-1.86701, -1.00839, -2.02371]],
  "mulliken_charge": [-0.21, -0.02, -0.95, 0.21, 0.26, 0.49, -1.21, -0.01, -0.19, -0.63, -0.54, 0.29, -0.03, 0.26, 0.47, 0.29, 0.27, 0.37, 0.47, 0.42],
  "e_homo_ev": [-8.057, -8.057],
  "lumo_energy_ha": [-0.0186, -0.0186],
  "homo_lumo_gap_ev": [7.55, 7.55]
}

=====

{
  "formula": "C2H10P2Si2",
  "method": "the ωB97M-V functional and the def2-TZVPD basis",
  "elements": ["C", "C", "Si", "Si", "P", "P", "H", "H", "H", "H", "H", "H", "H", "H", "H", "H"],
  "xyz": [[-0.48833, -2.07133, 0.83055], [2.17332, 0.63501, -1.16773], [-3.13206, -1.59018, -0.11961], [2.39788, 1.83750, 0.25480], [0.86200, -0.96492, 0.72915], [0.64556, -0.36350, -1.23134], [-0.66550, -2.61436, 1.69900], [-0.58950, -2.84070, 0.12879], [2.35767, 1.20247, -2.19747], [3.04529, -0.02668, -1.12487], [-2.56842, -2.05951, -1.38793], [-3.78296, -2.59777, 0.60342], [-3.88613, -0.30563, 0.17683], [3.67612, 1.18187, 0.80741], [1.27803, 1.77714, 1.12340], [2.66913, 3.20114, -0.18020]],
  "mulliken_charge": [-1.13, -0.80, 0.48, 0.47, -0.10, -0.05, 0.47, 0.48, 0.31, 0.41, -0.04, -0.09, -0.04, -0.08, -0.13, -0.17],
  "e_homo_ev": [-7.370, -7.457],
  "lumo_energy_ha": [-0.0434, -0.0426],
  "homo_lumo_gap_ev": [6.19, 6.30]
}

=====

{
  "formula": "H4OP2",
  "method": "the ωB97M-V functional and the def2-TZVPD basis",
  "elements": ["O", "P", "P", "H", "H", "H", "H"],
  "xyz": [[1.69776, 0.47665, 0.10999], [-1.16048, 1.03600, -0.05429], [0.60069, -0.16446, -0.52663], [-0.74367, 1.41064, 1.21386], [-1.57496, -0.13755, 0.50956], [1.13732, -0.46455, -1.88475], [0.04335, -2.15673, 0.63227]],
  "mulliken_charge": [-0.47, -0.10, 0.27, 0.11, 0.11, 0.11, -0.04],
  "e_homo_ev": [-8.838, -9.443],
  "lumo_energy_ha": [-0.0408, -0.0457],
  "homo_lumo_gap_ev": [7.73, 8.20]
}

=====

{
  "formula": "C9H31AsF6O6",
  "method": "the ωB97M-V functional and the def2-TZVPD basis",
  "elements": ["O", "H", "H", "H", "As", "F", "F", "F", "F", "F", "F", "C", "C", "C", "O", "H", "H", "H", "H", "H", "H", "H", "H", "C", "C", "C", "O", "H", "H", "H", "H", "H", "H", "H", "H", "C", "O", "H", "H", "H", "H", "C", "O", "H", "H", "H", "H", "C", "O", "H", "H", "H", "H"],
  "xyz": [[-0.82313, -0.88104, 0.38075], [-0.45134, -1.43708, -0.30787], [-1.65308, -1.21046, 0.73325], [-0.13344, -0.65614, 1.00951], [-2.13634, 3.12841, 5.25551], [-3.81113, 3.04208, 4.47643], [-1.46106, 1.93391, 4.14202], [-0.64585, 3.26766, 6.26500], [-2.99427, 4.23610, 6.44429], [-2.63480, 1.67168, 6.28203], [-1.64685, 4.54633, 4.24193], [4.15740, 5.45031, 0.67463], [3.47953, 4.11455, 0.52909], [2.80416, 4.02861, -0.87496], [4.33124, 2.96395, 0.71050], [5.22721, 5.43200, 0.46667], [4.06913, 5.85204, 1.68405], [3.81588, 6.26369, 0.03442], [2.75712, 3.95199, 1.32895], [2.19120, 3.13158, -0.96274], [3.60511, 3.95864, -1.61096], [2.31541, 4.97480, -1.10720], [3.82771, 2.50408, 1.38619], [-1.87768, -0.70667, -4.72452], [-0.41540, -0.79873, -5.13593], [0.01822, 0.56529, -5.76751], [0.32829, -0.96423, -3.94039], [-2.06458, -0.19393, -3.78099], [-2.28082, -1.71915, -4.74637], [-2.47037, -0.05246, -5.36392], [-0.02372, -1.58600, -5.78005], [-0.50617, 0.70905, -6.71220], [1.08808, 0.50908, -5.96837], [-0.18372, 1.35708, -5.04613], [1.24679, -0.95323, -4.21939], [-5.83639, -2.42633, 2.44121], [-4.82597, -2.88828, 1.57981], [-6.72559, -3.05550, 2.40182], [-5.37210, -2.37030, 3.42579], [-6.15460, -1.39828, 2.26807], [-5.22308, -3.62184, 1.10463], [2.76275, -2.59252, 3.20278], [2.88436, -1.44582, 2.47656], [2.74894, -2.42844, 4.28027], [1.91490, -3.11910, 2.76463], [3.64018, -3.22534, 3.06961], [3.31075, -1.79169, 1.68906], [-0.07216, -6.05568, -2.13085], [0.07810, -5.25627, -0.92619], [-0.26704, -5.46360, -3.02503], [0.72328, -6.73137, -2.44521], [-0.93242, -6.70268, -1.95930], [0.29737, -5.86076, -0.21336]],
  "mulliken_charge": [-0.35, 0.45, 0.44, 0.44, 1.97, -0.51, -0.49, -0.48, -0.50, -0.51, -0.49, -1.38, 0.55, -1.23, -0.56, 0.33, 0.31, 0.34, 0.35, 0.24, 0.32, 0.37, 0.35, -1.27, 0.51, -1.32, -0.55, 0.33, 0.30, 0.35, 0.30, 0.35, 0.41, 0.31, 0.29, -0.53, -0.48, 0.27, 0.21, 0.23, 0.31, -0.58, -0.45, 0.25, 0.21, 0.26, 0.31, -0.55, -0.49, 0.21, 0.28, 0.27, 0.29],
  "e_homo_ev": -10.335,
  "lumo_energy_ha": -0.0923,
  "homo_lumo_gap_ev": 7.82
}

=====

{
  "formula": "C2H4N4O2",
  "method": "the ωB97M-V functional and the def2-TZVPD basis",
  "elements": ["C", "C", "H", "H", "H", "H", "N", "N", "N", "N", "O", "O"],
  "xyz": [[-0.44507, -0.35955, 1.39861], [-1.06408, -1.08669, -0.39350], [1.22387, 2.08447, 0.20765], [2.25262, 0.75986, -0.00894], [-0.18742, -0.44233, 2.54087], [-0.78362, 0.60796, -1.93845], [1.34583, 1.14226, 0.59775], [0.25116, 0.31001, 0.46919], [-1.30243, -1.20841, 0.95423], [0.18507, -0.47951, -0.70509], [-1.88617, -1.43487, -1.24924], [0.41024, 0.10681, -1.87309]],
  "mulliken_charge": [0.07, 0.38, 0.28, 0.31, 0.32, 0.36, -0.85, 0.51, -0.44, -0.01, -0.54, -0.39],
  "e_homo_ev": -9.427,
  "lumo_energy_ha": -0.0060,
  "homo_lumo_gap_ev": 9.26
}

=====

{
  "formula": "C6H11N2O",
  "method": "the ωB97M-V functional and the def2-TZVPD basis",
  "elements": ["C", "C", "C", "C", "C", "C", "N", "N", "O", "H", "H", "H", "H", "H", "H", "H", "H", "H", "H", "H"],
  "xyz": [[0.73579, -0.35798, 1.99861], [1.54938, -1.32556, 1.33676], [-0.22481, 0.30227, 1.16724], [-1.77146, 1.58575, -1.10469], [-2.14612, 2.91516, -0.55189], [2.03400, -2.59877, -0.71619], [-0.24688, -0.01575, -0.08572], [1.22493, -1.77471, 0.14433], [-1.92411, 1.25306, -2.32244], [0.73124, -0.20833, 3.09851], [2.31756, -1.74881, 1.98153], [-0.75356, 1.08956, 1.70183], [-2.21275, 2.77202, 0.56951], [-3.05874, 3.31984, -0.89910], [-1.40849, 3.67495, -0.82225], [2.96214, -2.07355, -1.22308], [2.31564, -3.39866, -0.05048], [1.35248, -2.85190, -1.56188], [0.34424, -0.84994, -0.31527], [-1.82049, 0.29138, -2.34534]],
  "lowdin_spin": [0.40, 0.00, 0.04, 0.47, 0.07, 0.03, 0.55, 0.28, 0.06, 0.02, 0.00, 0.00, 0.01, 0.00, 0.01, 0.02, 0.01, 0.00, 0.03, 0.01],
  "multiplicity": 3,
  "e_homo_ev": [-12.297, -12.437],
  "charge": 1,
  "lumo_energy_ha": [-0.1510, -0.2111],
  "homo_lumo_gap_ev": [8.19, 6.69],
  "s_squared": 2.060
}

=====

{
  "formula": "C5H6ClNS",
  "method": "the ωB97M-V functional and the def2-TZVPD basis",
  "elements": ["C", "C", "Cl", "C", "N", "C", "C", "S", "H", "H", "H", "H", "H", "H"],
  "xyz": [[-1.09289, -0.94820, 1.62963], [-0.94989, -0.46351, 0.38851], [-0.57411, -1.54334, -0.92537], [-0.89348, 0.95402, 0.03476], [-2.14188, 1.52082, -0.03273], [0.25908, 1.65142, -0.26434], [1.57900, 1.14190, -0.25847], [2.26146, -0.24671, 0.27978], [-0.99986, -2.06602, 1.68338], [-1.17234, -0.28003, 2.55055], [-2.94802, 0.88688, -0.25387], [-2.16475, 2.31187, -0.69702], [0.12782, 2.76914, -0.45039], [2.31594, 1.90283, -0.52931]],
  "mulliken_charge": [-0.58, 0.01, -0.13, 0.79, -0.52, -0.48, -0.38, -0.26, 0.25, 0.26, 0.30, 0.27, 0.19, 0.28],
  "e_homo_ev": -8.014,
  "lumo_energy_ha": -0.0158,
  "homo_lumo_gap_ev": 7.58,
  "smiles": "C=C(Cl)/C(N)=C\\C=S"
}

=====

{
  "formula": "C4H5NO",
  "method": "the ωB97M-V functional and the def2-TZVPD basis",
  "elements": ["C", "C", "C", "O", "H", "H", "C", "N", "H", "H", "H"],
  "xyz": [[-0.86644, 1.88963, -1.19037], [0.16698, 1.80952, -0.37526], [0.61497, 1.30051, 0.74423], [1.24083, 1.01804, 1.69273], [-1.81702, 1.39227, -0.97876], [-0.82438, 2.42527, -2.14171], [0.23672, -2.05935, 0.83845], [0.43274, -1.28630, -0.14785], [0.16407, -3.15781, 0.79365], [0.13386, -1.54703, 1.79961], [0.51768, -1.78475, -1.03472]],
  "mulliken_charge": [-0.54, -0.35, 0.81, -0.42, 0.24, 0.24, -0.25, -0.38, 0.25, 0.20, 0.21],
  "e_homo_ev": -8.577,
  "lumo_energy_ha": -0.0020,
  "homo_lumo_gap_ev": 8.52,
  "smiles": "C=C=C=O.C=N"
}

=====

no.,strongest force on any atom (eV/A)
1,2.04
2,6.00
3,0.73
4,2.56
5,5.05
6,3.51
7,4.53
8,3.52
9,6.92
10,5.54
11,1.98
12,0.92